Computed, not measured: a cluster of 3 separate species, C17H23BFIN2O6S in total, with ωB97M-V/def2-TZVPD.

## Properties
SMILES = O=S(=O)(F)c1nc2c(CCCI)cccc2nc1B(O)O.CC(C)=O.CC(C)=O
HOMO-LUMO gap = 8.35 eV
energy above the lowest of the compared OMol25 structures with the same formula, charge and spin = 0.000 eV

Geometry as ORCA input:
```
! wB97M-V def2-TZVPD RIJCOSX def2/J DEFGRID3
* xyz 0 1
O 4.36 5.00 0.80
S 4.10 3.82 0.05
O 4.40 3.78 -1.34
F 4.86 2.68 0.74
C 2.42 3.30 0.31
N 2.26 2.15 0.89
C 0.97 1.77 1.09
C 0.70 0.53 1.73
C 1.78 -0.43 2.18
C 2.82 0.11 3.15
C 4.02 -0.84 3.21
I 5.22 -0.78 1.44
C -0.61 0.17 1.93
C -1.67 1.00 1.52
C -1.40 2.18 0.89
C -0.08 2.59 0.65
N 0.13 3.77 0.00
C 1.38 4.13 -0.16
B 1.65 5.50 -0.94
O 1.55 5.60 -2.31
O 1.90 6.61 -0.22
H 1.28 -1.26 2.68
H 2.25 -0.86 1.30
H 3.20 1.08 2.86
H 2.42 0.20 4.15
H 3.67 -1.86 3.33
H 4.68 -0.60 4.03
H -0.83 -0.77 2.42
H -2.69 0.71 1.69
H -2.21 2.82 0.57
H 2.00 4.85 -2.72
H 2.13 7.32 -0.83
C -0.09 -3.43 -0.56
C -0.95 -3.53 0.67
C -2.35 -4.06 0.47
O -0.54 -3.20 1.76
H 0.88 -3.03 -0.29
H 0.03 -4.41 -1.01
H -0.57 -2.76 -1.29
H -2.31 -5.07 0.06
H -2.89 -3.42 -0.21
H -2.87 -4.09 1.43
C -4.77 -3.92 -4.05
C -3.97 -2.88 -3.31
C -4.50 -1.46 -3.33
O -2.95 -3.16 -2.73
H -4.28 -4.89 -3.96
H -5.78 -3.98 -3.63
H -4.84 -3.65 -5.11
H -5.49 -1.43 -2.88
H -4.56 -1.10 -4.36
H -3.83 -0.82 -2.76
*
```

---

Computed, not measured: a structure of composition C17H23BeF5NO3P2, with ωB97M-V/def2-TZVPD.

## Properties
HOMO-LUMO gap (spin up / spin down) = 4.93 / 4.93 eV
energy above the lowest of the compared OMol25 structures with the same formula, charge and spin = 5.280 eV

Geometry as ORCA input:
```
! wB97M-V def2-TZVPD RIJCOSX def2/J DEFGRID3
* xyz 1 1
Be -0.20 -0.19 -0.04
P 2.09 -0.53 0.14
C 2.16 -1.17 -1.44
C 0.99 -1.42 -2.15
N -0.19 -1.05 -1.52
C -1.38 -1.28 -2.10
C -1.47 -2.13 -3.18
C -0.30 -2.50 -3.82
C 0.95 -2.12 -3.37
C -2.57 -0.69 -1.44
P -2.23 0.95 -0.65
H 1.90 -2.21 -3.92
H -2.45 -2.47 -3.46
H -0.35 -3.18 -4.65
H -3.41 -0.54 -2.12
H -2.94 -1.32 -0.63
H 3.86 2.31 -3.06
H 3.11 -1.34 -1.89
H 1.35 2.52 -1.46
O 2.86 2.27 -2.82
H 2.48 2.08 -3.69
H 0.35 0.93 -0.30
O 0.56 2.80 -0.94
H 0.99 2.74 -0.03
C -2.42 2.06 -2.07
H -3.41 1.86 -2.50
H -2.33 3.09 -1.72
H -1.62 1.89 -2.80
C -3.67 1.28 0.43
H -3.46 2.19 1.01
H -4.58 1.43 -0.20
H -3.83 0.43 1.12
C 2.33 -2.12 1.07
H 3.38 -2.40 0.91
H 2.10 -2.12 2.15
H 1.72 -2.89 0.59
C 3.41 0.54 0.84
H 3.11 0.96 1.82
H 4.34 -0.03 0.96
H 3.60 1.39 0.16
F 0.05 0.58 6.51
C -0.19 0.31 5.22
C 0.18 1.23 4.24
F 0.81 2.37 4.61
C -0.07 0.92 2.92
F 0.22 1.86 2.00
C -0.60 -0.31 2.53
O -0.71 -0.71 1.27
C -1.00 -1.20 3.54
F -1.57 -2.37 3.20
C -0.80 -0.90 4.88
F -1.15 -1.77 5.86
*
```

---

Computed, not measured: a structure of composition C17H23BrCl16N2OS, with ωB97M-V/def2-TZVPD.

## Properties
HOMO-LUMO gap = 8.20 eV

Geometry as ORCA input:
```
! wB97M-V def2-TZVPD RIJCOSX def2/J DEFGRID3
* xyz 0 1
C -0.55 2.15 -2.58
C 0.13 0.92 -1.98
C -0.30 -0.33 -2.42
C 0.36 -1.48 -1.88
N 0.14 -2.78 -2.15
S 1.21 -3.64 -1.29
N 2.03 -2.47 -0.48
C 1.44 -1.36 -0.93
C 1.84 -0.05 -0.47
C 1.19 1.05 -0.99
C 1.59 2.46 -0.54
C 3.08 2.65 -0.25
O 3.51 2.36 0.82
Br 4.29 3.40 -1.58
H -1.14 2.63 -1.79
H 0.21 2.87 -2.92
H -1.14 1.90 -3.46
H -1.11 -0.45 -3.13
H 2.63 0.11 0.26
H 1.27 3.22 -1.26
H 1.07 2.66 0.41
C -0.75 -3.52 -5.43
Cl -1.11 -1.80 -5.34
Cl -0.69 -4.09 -7.11
H 0.21 -3.70 -4.97
H -1.53 -4.07 -4.91
C 1.25 -2.20 2.83
Cl 0.94 -2.99 4.38
Cl -0.24 -1.88 1.93
H 1.74 -1.25 3.00
H 1.89 -2.84 2.23
C 4.77 -0.61 4.39
Cl 4.01 -0.61 2.79
Cl 4.77 -2.23 5.10
H 5.79 -0.27 4.29
H 4.21 0.05 5.04
C 0.60 3.71 3.44
Cl -0.70 4.01 2.29
Cl 1.42 2.18 3.11
H 1.33 4.51 3.37
H 0.19 3.68 4.44
C -1.01 8.22 2.05
Cl -1.29 7.23 0.61
Cl 0.45 7.71 2.91
H -0.89 9.25 1.74
H -1.86 8.12 2.71
C 2.19 -6.31 2.89
Cl 3.69 -5.98 3.76
Cl 2.18 -5.55 1.29
H 2.09 -7.38 2.76
H 1.36 -5.92 3.46
C -4.37 0.32 -1.53
Cl -2.62 0.21 -1.27
Cl -4.74 0.73 -3.21
H -4.83 -0.64 -1.29
H -4.78 1.10 -0.89
C -7.21 -2.68 -2.46
Cl -6.77 -1.64 -1.10
Cl -5.96 -2.70 -3.70
H -7.35 -3.69 -2.09
H -8.14 -2.31 -2.89
*
```

---

Computed, not measured: the molecule C17H23BrN2O3S, with ωB97M-V/def2-TZVPD.

## Properties
SMILES = CCC(=O)N1CCc2cc(Br)cc(S(=O)(=O)N3CCCCCC3)c21
HOMO-LUMO gap = 9.00 eV
energy above the lowest of the compared OMol25 structures with the same formula, charge and spin = 0.586 eV

Geometry as ORCA input:
```
! wB97M-V def2-TZVPD RIJCOSX def2/J DEFGRID3
* xyz 0 1
C 2.24 2.62 2.66
C 1.28 2.26 1.53
C 1.24 0.75 1.34
O 2.14 0.14 0.82
N 0.11 0.12 1.81
C -0.73 0.59 2.91
C -1.01 -0.66 3.76
C -0.72 -1.77 2.81
C -0.98 -3.12 2.92
C -0.62 -3.94 1.86
Br -0.95 -5.80 2.00
C -0.07 -3.43 0.70
C 0.19 -2.07 0.59
S 0.65 -1.56 -1.09
O 2.05 -1.67 -1.32
O -0.21 -2.36 -1.92
N 0.18 0.05 -1.14
C -1.26 0.22 -1.23
C -1.85 0.18 -2.64
C -1.46 1.40 -3.48
C -0.13 1.26 -4.22
C 0.98 0.55 -3.44
C 1.03 0.89 -1.95
C -0.09 -1.25 1.67
H 3.22 2.18 2.47
H 2.35 3.70 2.74
H 1.89 2.24 3.62
H 0.29 2.67 1.70
H 1.68 2.67 0.60
H -0.23 1.37 3.48
H -1.67 1.00 2.50
H -2.04 -0.68 4.13
H -0.35 -0.71 4.63
H -1.46 -3.52 3.80
H 0.14 -4.06 -0.15
H -1.51 1.17 -0.75
H -1.69 -0.59 -0.63
H -2.93 0.15 -2.53
H -1.53 -0.75 -3.13
H -2.24 1.59 -4.22
H -1.43 2.27 -2.82
H -0.30 0.71 -5.15
H 0.20 2.26 -4.50
H 1.94 0.81 -3.90
H 0.87 -0.53 -3.52
H 0.75 1.93 -1.77
H 2.04 0.71 -1.57
*
```

---

Computed, not measured: the ion C17H23BrNO2S with charge +1, with ωB97M-V/def2-TZVPD.

## Properties
SMILES = CCCC[NH2+]Cc1cc(Br)c(OCc2cccs2)c(OC)c1
HOMO-LUMO gap = 8.43 eV
energy above the lowest of the compared OMol25 structures with the same formula, charge and spin = 0.000 eV

Geometry as ORCA input:
```
! wB97M-V def2-TZVPD RIJCOSX def2/J DEFGRID3
* xyz 1 1
C -2.88 -1.20 -2.27
C -1.81 -2.29 -2.37
C -1.15 -2.68 -1.04
C -2.06 -3.44 -0.08
N -3.06 -2.56 0.59
C -2.62 -1.94 1.88
C -1.60 -0.88 1.63
C -1.99 0.28 0.97
C -1.03 1.20 0.60
Br -1.52 2.72 -0.42
C 0.32 1.04 0.91
O 1.14 2.01 0.47
C 2.50 1.71 0.14
C 2.60 0.50 -0.72
C 1.76 0.10 -1.71
C 2.14 -1.12 -2.30
C 3.27 -1.64 -1.75
S 3.88 -0.65 -0.48
C 0.70 -0.10 1.67
O 1.99 -0.18 2.05
C 2.44 -1.30 2.78
C -0.27 -1.05 1.98
H -2.53 -0.37 -1.66
H -3.83 -1.58 -1.88
H -3.09 -0.81 -3.26
H -1.03 -1.93 -3.02
H -2.24 -3.18 -2.84
H -0.31 -3.34 -1.27
H -0.74 -1.80 -0.56
H -1.47 -3.93 0.69
H -2.60 -4.21 -0.64
H -3.92 -3.09 0.76
H -3.28 -1.80 -0.08
H -3.50 -1.51 2.36
H -2.22 -2.73 2.52
H -3.02 0.47 0.73
H 2.83 2.61 -0.40
H 3.10 1.60 1.05
H 0.91 0.68 -2.03
H 1.62 -1.58 -3.12
H 3.79 -2.54 -2.01
H 3.49 -1.13 2.96
H 2.32 -2.22 2.19
H 1.92 -1.40 3.73
H 0.02 -1.94 2.52
*
```

---

Computed, not measured: a structure of composition C17H23F5NO2P2SSn, with ωB97M-V/def2-TZVPD.

## Properties
HOMO-LUMO gap = 6.34 eV
energy above the lowest of the compared OMol25 structures with the same formula, charge and spin = 2.535 eV

Geometry as ORCA input:
```
! wB97M-V def2-TZVPD RIJCOSX def2/J DEFGRID3
* xyz 1 1
Sn -0.30 -0.21 -0.46
P -0.27 2.13 0.75
C 1.42 2.44 0.34
C 2.33 1.35 0.35
N 1.91 0.06 0.03
C 2.71 -1.01 0.25
C 3.98 -0.85 0.80
C 4.47 0.44 1.04
C 3.69 1.53 0.72
C 2.20 -2.42 -0.08
P 0.82 -2.42 -1.28
H 4.03 2.55 0.88
H 4.54 -1.74 1.05
H 5.45 0.58 1.50
H 3.02 -3.02 -0.52
H 1.89 -2.95 0.84
H 1.59 2.69 -2.05
H 1.82 3.44 0.11
H 0.71 1.25 -3.60
O 1.53 2.82 -3.00
H 1.23 3.74 -3.03
H -0.29 0.23 -2.56
O 0.03 0.53 -3.65
H -0.78 0.89 -4.05
C 1.64 -2.39 -2.88
H 2.28 -3.28 -2.97
H 0.88 -2.42 -3.68
H 2.26 -1.50 -3.01
C -0.03 -4.00 -1.09
H -0.90 -4.02 -1.76
H 0.64 -4.83 -1.33
H -0.39 -4.11 -0.06
C -0.10 1.96 2.56
H -0.12 3.00 2.94
H -0.90 1.33 2.97
H 0.88 1.52 2.75
C -1.26 3.60 0.36
H -2.32 3.33 0.52
H -0.96 4.40 1.06
H -1.11 3.92 -0.68
F -6.70 -0.03 1.64
C -5.40 -0.38 1.65
C -4.84 -1.00 0.53
F -5.60 -1.26 -0.55
C -3.49 -1.31 0.55
F -2.96 -1.96 -0.53
C -2.67 -1.01 1.65
S -0.96 -1.37 1.73
C -3.27 -0.41 2.77
F -2.51 -0.15 3.86
C -4.62 -0.11 2.78
F -5.19 0.45 3.87
*
```

---

Computed, not measured: a structure of composition C17H23Ge2IrNO2Se, with ωB97M-V/def2-TZVPD.

## Properties
HOMO-LUMO gap (spin up / spin down) = 6.00 / 5.80 eV
<S²> = 0.77
energy above the lowest of the compared OMol25 structures with the same formula, charge and spin = 2.167 eV

Geometry as ORCA input:
```
! wB97M-V def2-TZVPD RIJCOSX def2/J DEFGRID3
* xyz 0 2
Ir 2.11 1.06 0.02
N 4.29 -0.05 -0.07
C 4.85 -0.03 1.29
C 3.73 -0.07 2.39
O 3.96 -0.67 3.42
O 2.67 0.55 2.10
H 4.21 -1.01 -0.39
H 4.90 0.45 -0.71
H 5.38 0.92 1.44
H 5.55 -0.86 1.48
Se 2.81 3.08 -0.91
C -0.28 1.18 -3.56
Ge -1.07 -0.32 -2.52
C -0.32 -1.98 -3.35
C -3.06 -0.33 -2.83
Ge -0.01 -0.12 -0.22
C -0.75 1.54 0.62
C -1.61 2.36 -0.12
C -2.08 3.55 0.39
C -1.67 3.96 1.65
C -0.82 3.17 2.40
C -0.35 1.97 1.88
C -0.76 -1.58 0.88
C -1.63 -2.51 0.34
C -2.11 -3.55 1.11
C -1.72 -3.67 2.43
C -0.85 -2.75 2.98
C -0.36 -1.71 2.21
H -0.48 1.03 -4.62
H 0.80 1.20 -3.41
H -0.68 2.14 -3.26
H -0.62 -2.01 -4.39
H -0.67 -2.88 -2.86
H 0.76 -1.95 -3.30
H -3.20 -0.44 -3.91
H -3.53 0.59 -2.51
H -3.55 -1.16 -2.34
H -1.92 2.04 -1.11
H -2.74 4.16 -0.20
H -2.02 4.90 2.05
H -0.50 3.49 3.38
H 0.32 1.37 2.47
H -1.93 -2.42 -0.70
H -2.78 -4.28 0.67
H -2.10 -4.49 3.03
H -0.52 -2.85 4.00
H 0.34 -1.01 2.63
*
```

---

Computed, not measured: a structure of composition C17H23N2O8RuS2Si, with ωB97M-V/def2-TZVPD.

## Properties
HOMO-LUMO gap (spin up / spin down) = 6.65 / 7.15 eV
<S²> = 0.97
energy above the lowest of the compared OMol25 structures with the same formula, charge and spin = 2.883 eV

Geometry as ORCA input:
```
! wB97M-V def2-TZVPD RIJCOSX def2/J DEFGRID3
* xyz 0 2
Ru -0.11 -0.32 -0.59
O -0.67 0.39 1.61
S -0.13 -0.86 2.16
O 0.57 -0.66 3.41
O 0.69 -1.57 1.17
C -1.47 -2.01 2.53
C -1.57 -2.46 3.83
C -2.42 -3.51 4.16
C -3.16 -4.11 3.16
C -3.10 -3.63 1.86
C -2.25 -2.59 1.54
S -2.27 -2.07 -0.18
O -2.43 -0.60 -0.20
O -3.40 -2.74 -0.76
O -1.00 -2.43 -0.80
H -0.96 -1.96 4.57
H -2.48 -3.85 5.18
H -3.80 -4.96 3.39
H -3.69 -4.05 1.06
C 1.23 0.69 -4.55
C 0.06 0.37 -3.65
O 0.05 -0.63 -2.94
N -0.98 1.23 -3.72
C -2.12 1.14 -2.83
C -1.90 1.96 -1.58
C -2.89 2.76 -1.03
C -2.58 3.53 0.09
C -1.29 3.51 0.59
C -0.36 2.67 -0.01
N -0.67 1.91 -1.06
H 1.94 -0.13 -4.52
H 1.72 1.60 -4.19
H 0.89 0.85 -5.58
H -0.84 2.11 -4.19
H -2.24 0.08 -2.54
H -3.01 1.48 -3.36
H -3.88 2.77 -1.45
H -3.34 4.15 0.55
H -1.01 4.13 1.43
H 0.67 2.60 0.33
C 3.55 -0.86 1.71
Si 3.28 0.38 0.25
C 3.72 2.10 1.00
C 4.68 -0.15 -0.99
O 1.93 0.43 -0.54
H 4.51 -0.66 2.18
H 3.53 -1.88 1.33
H 2.75 -0.74 2.43
H 4.74 2.12 1.36
H 3.06 2.33 1.83
H 3.62 2.88 0.25
H 5.65 -0.11 -0.51
H 4.68 0.52 -1.84
H 4.49 -1.16 -1.33
*
```

---

no.,E_tot (Eh)
1,-2043.25371
2,-2138.56432
3,-11181.56935
4,-3969.02580
5,-3838.76491
6,-2661.06315
7,-7526.32749
8,-2553.80898